Computed, not measured: 2 unconnected molecules or ions with the total composition C2H6NS at a distorted geometry, with ωB97M-V with the def2-TZVPD basis set.

As for the net charge: -1. Its electronic energy is -532.69847 Eh. Its energy relative to the best compared isomer or geometry (same formula, charge and spin) is 45.6 kcal per mole. The HOMO energy is -0.0929 Eh. Its HOMO-LUMO gap is 5.995 eV.

Each line ends with the Löwdin charge.
Geometry (Å):
S 0.49 -0.80 2.83  -0.345
H 1.20 -0.06 2.10  -0.602
C 0.04 1.41 -2.61  -0.193
C -0.69 -0.19 -1.08  -0.055
N -0.60 0.16 -2.31  -0.143
H -0.63 2.19 -2.22  0.075
H 0.30 1.46 -3.74  0.091
H 0.93 1.41 -1.99  0.055
H -1.66 -0.54 -0.71  0.070
H 0.14 -0.05 -0.40  0.047

***

Computed, not measured: C18H25NO5 in the gas phase, with ωB97M-V with the def2-TZVPD basis set.

Its electronic energy is -1131.91482 Eh. Its energy relative to the best compared isomer or geometry (same formula, charge and spin) is 14.3 kcal per mole. The HOMO energy is -0.3242 Eh. Its HOMO-LUMO gap is 9.578 eV. Its SMILES is CCOC(=O)CC(=O)N[C@@H](CC(=O)OC)c1ccc(C(C)C)cc1.

Each line ends with the Löwdin charge.
Geometry (Å):
C 2.31 -3.28 -0.45  -0.061
C 3.60 -2.80 -1.09  -0.207
H 3.44 -2.55 -2.14  0.123
H 4.39 -3.55 -1.01  0.123
O 4.12 -1.65 -0.42  0.008
C 3.56 -0.48 -0.71  -0.496
O 2.69 -0.32 -1.53  0.114
C 4.13 0.63 0.14  0.024
H 5.03 0.29 0.66  0.129
H 4.33 1.50 -0.48  0.136
C 3.06 0.99 1.19  -0.489
O 3.22 0.82 2.37  0.068
N 1.95 1.50 0.63  0.114
H 1.86 1.56 -0.37  0.128
C 0.75 1.79 1.40  -0.232
C -0.31 0.75 1.06  -0.152
C -1.56 1.05 0.54  -0.008
C -2.45 0.04 0.23  -0.020
C -2.12 -1.29 0.42  -0.214
C -0.87 -1.59 0.95  -0.024
C 0.02 -0.59 1.27  -0.015
H 0.98 -0.83 1.69  0.118
H -0.60 -2.62 1.12  0.111
C -3.09 -2.40 0.08  -0.391
C -4.36 -2.29 0.92  -0.066
H -4.89 -1.37 0.71  0.074
H -4.12 -2.31 1.98  0.082
H -5.03 -3.12 0.71  0.076
C -3.43 -2.38 -1.42  -0.066
H -3.95 -1.46 -1.68  0.074
H -4.07 -3.22 -1.67  0.076
H -2.52 -2.44 -2.01  0.082
H -2.61 -3.35 0.30  0.130
H -3.41 0.31 -0.17  0.112
H -1.86 2.07 0.38  0.105
H 1.04 1.66 2.45  0.156
C 0.32 3.25 1.18  -0.026
C 0.03 3.56 -0.27  -0.513
O 0.66 3.17 -1.22  0.123
O -1.03 4.37 -0.38  -0.048
C -1.39 4.77 -1.70  -0.043
H -0.57 5.33 -2.15  0.098
H -2.27 5.39 -1.60  0.093
H -1.59 3.89 -2.31  0.099
H 1.15 3.89 1.49  0.141
H -0.55 3.49 1.79  0.131
H 1.53 -2.53 -0.57  0.060
H 2.47 -3.46 0.61  0.083
H 1.99 -4.20 -0.93  0.079

***

Computed, not measured: C6H9N3 in the gas phase at a distorted geometry, with ωB97M-V with the def2-TZVPD basis set.

Its electronic energy is -398.17919 Eh. Its energy relative to the best compared isomer or geometry (same formula, charge and spin) is 60.4 kcal per mole. The HOMO energy is -0.3185 Eh. Its HOMO-LUMO gap is 9.504 eV. Its SMILES is CN(/N=C\C#N)C1CC1.

Each line ends with the Löwdin charge.
Geometry (Å):
C -1.11 -1.16 0.38  -0.010
C -1.62 1.76 0.53  -0.159
C -2.56 1.11 1.45  -0.245
C 0.86 -0.30 -1.05  -0.261
C 2.16 0.54 -0.80  -0.078
C 2.08 -0.89 -0.35  -0.111
H -2.18 -1.19 0.14  0.076
H -0.64 -2.14 0.11  0.095
H -1.14 -1.02 1.48  0.080
H -1.75 2.85 0.43  0.099
H 0.58 -0.66 -2.04  0.141
H 2.69 0.79 -1.72  0.098
H 2.17 1.29 -0.02  0.096
H 2.00 -1.10 0.67  0.084
H 2.73 -1.57 -0.92  0.104
N -0.29 -0.04 -0.27  -0.173
N -0.70 1.19 -0.15  0.038
N -3.29 0.54 2.14  0.127